## P
Molecular formula: C8H7NO2
Method: DFT, ωB97M-V/def2-TZVPD

The HOMO-LUMO gap comes out at 8.975 eV. The HOMO energy is -8.24 eV. Its SMILES is O=C1COc2ccccc2N1.

Structure (ORCA input):
```
! wB97M-V def2-TZVPD RIJCOSX def2/J DEFGRID3
* xyz 0 1
C -2.0770 -0.3297 0.0062
C -1.8340 1.1804 0.1176
C 0.4741 0.7439 -0.0924
C 1.8212 1.1919 -0.0082
C 2.8089 0.3665 0.2196
C 2.5650 -1.0193 0.1277
C 1.2968 -1.4248 -0.1885
C 0.2666 -0.6149 -0.0961
H -2.5441 1.5673 -0.6080
H -2.1510 1.6201 1.0546
H 2.1209 2.1405 -0.3972
H 3.7730 0.9187 0.1747
H 3.4157 -1.6709 0.1760
H 1.1152 -2.4506 -0.1476
H -1.1527 -2.1973 0.1338
N -0.9710 -1.1539 -0.0944
O -3.2256 -0.7557 0.1123
O -0.4881 1.7039 -0.1424
*
```

## Q
Molecular formula: C8H7NO2
Method: DFT, ωB97M-V/def2-TZVPD

The HOMO-LUMO gap comes out at 8.508 eV. The HOMO energy is -9.78 eV.

Structure (ORCA input):
```
! wB97M-V def2-TZVPD RIJCOSX def2/J DEFGRID3
* xyz 0 1
C 3.1618 -0.0120 0.7519
C 2.2285 0.0056 -0.3906
C -0.1608 0.4882 -0.1817
C -0.5022 -1.0216 -0.1307
C -1.8247 -1.2652 -0.1639
C -2.8470 -0.2647 -0.0702
C -2.5015 1.2115 -0.3987
C -1.2518 1.5238 -0.2295
H 2.2989 -0.6923 1.5580
H 3.9539 -0.7112 0.5232
H 3.6493 0.9786 1.1157
H 0.2565 -1.6968 -0.2430
H -1.9735 -2.3475 0.0546
H -3.2821 1.9105 -0.7713
H -0.7189 2.4952 0.0460
N 1.0975 0.8572 -0.3180
O 2.3886 -0.7653 -1.2259
O -3.9726 -0.6939 0.0741
*
```

It turns out P is the most stable, with the second structure 251.0 kJ/mol higher.

## P
Molecular formula: C4H22O7
Method: DFT, ωB97M-V/def2-TZVPD

The HOMO-LUMO gap comes out at 6.375 eV. The HOMO energy is -6.70 eV.

Structure (ORCA input):
```
! wB97M-V def2-TZVPD RIJCOSX def2/J DEFGRID3
* xyz 0 1
O -0.5480 -0.1305 2.5619
H -0.2242 -0.9713 2.2386
H -1.4853 -0.1436 2.3681
O 0.8690 -0.3798 0.3962
H 0.5971 -0.3998 -0.5214
H 0.8236 -1.2928 0.6799
O 1.6909 1.4570 1.1079
H 1.4532 1.8673 0.2764
H 1.3455 0.5666 1.0434
C -0.8236 -2.5445 1.5419
O 0.5719 -2.4030 1.1119
H -1.0857 -1.9851 2.4399
H -1.5771 -2.3124 0.7893
H -0.9362 -3.6151 1.7131
H 0.5804 -2.9835 0.3473
C 0.1602 -0.9736 -2.7237
O 0.5593 -0.7244 -1.4109
H 0.4977 -2.0013 -2.8581
H -0.9013 -0.9640 -2.9709
H 0.5565 -0.3423 -3.5190
H 1.4706 -1.0132 -1.3225
C -1.0257 1.4449 0.5151
O -1.5520 2.3850 1.4360
H -0.4277 0.7540 1.1093
H -1.6664 0.8371 -0.1237
H -0.3882 1.9769 -0.1912
H -2.1320 1.8630 1.9952
C 0.5362 1.6552 -1.4433
O 1.1329 2.5007 -0.4750
H -0.3478 2.2192 -1.7409
H 1.1247 1.5831 -2.3579
H 0.1234 0.6749 -1.2055
H 1.0281 3.3952 -0.8072
*
```

## Q
Molecular formula: C4H22O7
Method: DFT, ωB97M-V/def2-TZVPD

The HOMO-LUMO gap comes out at 10.414 eV. The HOMO energy is -10.17 eV.

Structure (ORCA input):
```
! wB97M-V def2-TZVPD RIJCOSX def2/J DEFGRID3
* xyz 0 1
C 1.7735 1.8727 -0.4016
O 2.0493 0.7936 -1.3134
C 0.5228 1.5636 0.4204
C 0.6141 1.9033 1.9057
C -0.4146 1.1332 2.7541
H 2.6349 1.9585 0.2547
H 1.6903 2.7077 -1.0862
H 1.8896 -0.0730 -0.8972
H 0.3343 0.4884 0.3681
H -0.3250 2.0634 -0.0438
H 0.2956 2.9399 2.0400
H 1.6229 1.8236 2.2893
H -1.2741 0.7719 2.1987
H -0.7308 1.6921 3.6247
H 0.0603 0.2106 3.0998
H -1.1647 -3.8764 1.0046
H -1.1824 -3.1476 2.3943
O -0.7052 -3.2501 1.5688
H -3.1850 -0.4656 0.4336
H -2.2735 -1.4677 -0.3192
O -2.8182 -1.3532 0.4846
H -1.5486 1.4608 -1.9338
H -0.2417 1.1772 -2.7149
O -0.7726 0.8909 -1.9507
H 1.7074 0.3677 -2.4676
H 0.7511 -0.6068 -3.2934
O 1.4694 0.0275 -3.3384
H -1.1531 -0.8749 -1.8088
H -0.3791 -2.1690 -1.5708
O -1.2452 -1.8532 -1.8625
H 1.0742 -2.6757 0.5008
H -0.0002 -1.9136 -0.0613
O 0.9241 -2.1196 -0.2787
*
```

It turns out Q is the most stable, with the second structure 1636.6 kJ/mol higher.

## P
Molecular formula: C4H8N3
Method: DFT, ωB97M-V/def2-TZVPD

The HOMO-LUMO gap comes out at 7.070 eV. The HOMO energy is -11.94 eV.

Structure (ORCA input):
```
! wB97M-V def2-TZVPD RIJCOSX def2/J DEFGRID3
* xyz 1 1
C -0.1524 -0.3562 -0.8440
C 0.6349 -0.2259 -2.0596
C 0.6600 -2.8017 -1.0430
C -1.1306 3.2181 3.0044
N -1.0886 1.6476 1.2399
N 0.3950 -1.4486 -1.2162
N -0.9328 2.4097 2.0496
H 0.0634 -0.0694 -3.1232
H 1.6479 0.1626 -2.0079
H -0.2099 -3.3920 -0.8008
H 1.1776 -3.2339 -1.9158
H -1.2266 2.7889 4.0325
H -0.4780 4.0726 2.9965
H -0.7068 0.0300 -0.0673
H 1.3468 -2.8018 -0.2454
*
```

## Q
Molecular formula: C4H8N3
Method: DFT, ωB97M-V/def2-TZVPD

The HOMO-LUMO gap comes out at 9.762 eV. The HOMO energy is -13.12 eV.

Structure (ORCA input):
```
! wB97M-V def2-TZVPD RIJCOSX def2/J DEFGRID3
* xyz 1 1
C 0.1661 0.4033 2.2446
C -0.2513 -0.3891 1.2008
C 0.7560 1.2631 0.3181
C -0.0571 -0.6689 -1.9371
N 0.8148 1.4842 1.6849
N 0.1342 0.1966 0.0277
N -1.1569 -1.2560 -1.7939
H -0.1702 0.3755 3.2158
H -0.8646 -1.3155 1.2088
H 1.3413 1.8169 -0.4334
H -0.0712 0.2905 -2.4465
H 0.9890 -1.1614 -1.8864
H 1.4590 2.0731 2.1690
H -1.0361 -2.1554 -1.4524
H -2.0530 -0.9569 -2.1200
*
```

It turns out Q is the most stable, with the second structure 446.4 kJ/mol higher.